A cluster of 4 separate species, C27H63BrN10O9P4 in total in a non-equilibrium geometry. Source: the OMol25 dataset; level of theory: ωB97M-V/def2-TZVPD.

Geometry as XYZ:
```
114
C27H63BrN10O9P4, DFT ωB97M-V/def2-TZVPD
N 2.34 -1.05 -0.19
C 2.60 -2.49 -0.30
Br 0.82 -3.34 -0.74
O 2.96 -3.05 0.99
C 4.38 -3.12 1.15
O 5.03 -4.15 0.83
C 5.10 -1.84 1.80
C 4.42 -1.26 3.09
C 5.07 0.01 3.73
C 6.33 0.72 3.14
C 6.97 0.07 1.89
C 6.38 -1.20 1.21
O 3.51 -2.88 -1.35
C 3.50 -1.97 -2.45
O 4.57 -1.31 -2.66
P 2.07 -1.70 -3.68
O 2.53 -2.06 -5.29
O 1.57 -0.04 -3.66
H 3.20 -0.48 -0.18
H 1.64 -0.71 -0.87
H 3.50 -1.70 3.58
H 4.57 0.47 4.66
H 6.76 1.66 3.62
H 7.90 0.55 1.42
H 6.85 -1.67 0.28
H 3.46 -1.68 -5.37
H 0.74 0.04 -3.13
O -2.72 1.18 -3.60
P -3.34 2.52 -4.03
N -2.95 2.25 -5.67
C -2.30 3.12 -6.63
C -3.91 1.40 -6.37
N -2.17 3.44 -3.14
C -0.83 3.69 -3.67
C -2.01 2.98 -1.76
N -4.14 4.05 -4.49
C -3.50 5.36 -4.59
C -5.37 4.21 -3.70
H -2.99 3.87 -7.04
H -1.91 2.54 -7.47
H -1.43 3.62 -6.22
H -4.81 1.96 -6.65
H -4.22 0.56 -5.73
H -3.47 0.95 -7.27
H -0.36 2.78 -4.05
H -0.18 4.14 -2.92
H -0.86 4.44 -4.46
H -1.35 2.11 -1.68
H -2.97 2.71 -1.32
H -1.59 3.78 -1.13
H -3.17 5.75 -3.62
H -4.22 6.08 -5.00
H -2.66 5.37 -5.28
H -5.14 4.44 -2.65
H -5.95 3.28 -3.72
H -6.01 4.99 -4.10
O 9.76 -0.33 7.53
P 8.33 -0.60 8.04
N 8.85 -0.82 9.65
C 8.56 -1.88 10.59
C 9.05 0.43 10.38
N 8.19 -2.06 7.12
C 8.77 -3.32 7.58
C 8.59 -1.90 5.71
N 6.64 -0.84 8.57
C 5.93 -2.11 8.66
C 5.78 0.11 7.84
H 7.58 -1.75 11.07
H 9.31 -1.89 11.40
H 8.62 -2.87 10.15
H 8.09 0.84 10.72
H 9.53 1.18 9.73
H 9.71 0.30 11.24
H 9.81 -3.21 7.90
H 8.73 -4.09 6.80
H 8.18 -3.75 8.39
H 9.67 -1.93 5.58
H 8.24 -0.94 5.32
H 8.14 -2.68 5.09
H 5.76 -2.57 7.69
H 4.95 -1.94 9.13
H 6.43 -2.82 9.31
H 5.68 -0.18 6.79
H 6.21 1.11 7.88
H 4.78 0.17 8.29
O -7.87 1.43 -4.10
P -8.21 -0.02 -4.51
N -9.89 0.26 -4.41
C -10.92 -0.51 -3.74
C -10.46 0.90 -5.59
N -7.49 -0.67 -3.08
C -8.19 -0.70 -1.80
C -6.14 -0.14 -2.82
N -8.53 -1.69 -5.06
C -8.69 -2.86 -4.22
C -7.56 -2.03 -6.12
H -11.23 -1.39 -4.32
H -11.81 0.11 -3.58
H -10.64 -0.83 -2.74
H -10.61 0.17 -6.40
H -9.79 1.68 -5.96
H -11.41 1.38 -5.37
H -8.64 0.27 -1.55
H -7.53 -0.99 -0.99
H -8.97 -1.47 -1.79
H -6.17 0.84 -2.34
H -5.58 -0.04 -3.76
H -5.57 -0.82 -2.18
H -7.78 -3.14 -3.69
H -8.99 -3.72 -4.83
H -9.50 -2.75 -3.49
H -6.56 -2.17 -5.71
H -7.52 -1.22 -6.86
H -7.85 -2.94 -6.66
```

SMILES: N[C@](Br)(OC(=O)c1ccccc1)OC(=O)P(O)O.CN(C)P(=O)(N(C)C)N(C)C.CN(C)P(=O)(N(C)C)N(C)C.CN(C)P(=O)(N(C)C)N(C)C
HOMO-LUMO gap: 6.49 eV
LUMO energy: -1.4372 eV
strongest force on any atom: 8.31 eV Å⁻¹



A structure of composition C27H63ClN9O9Pt in a non-equilibrium geometry. Source: the OMol25 dataset; level of theory: ωB97M-V/def2-TZVPD.

Geometry as XYZ:
```
110
C27H63ClN9O9Pt, DFT ωB97M-V/def2-TZVPD
Pt 0.96 1.87 -1.07
Cl 0.75 -0.65 -0.37
C 4.28 0.03 0.40
C 4.17 1.14 -0.74
O 3.08 1.53 -1.10
N 5.26 1.53 -1.33
C 5.43 2.51 -2.41
H 3.85 0.51 1.28
H 5.32 -0.24 0.62
H 3.71 -0.90 0.34
H 6.13 1.16 -0.98
H 5.92 1.96 -3.21
H 5.74 3.48 -2.00
H 4.44 2.63 -2.85
C 0.31 4.62 -3.80
C 1.28 4.74 -2.63
O 1.24 3.96 -1.71
N 2.21 5.64 -2.64
C 3.41 5.64 -1.71
H 0.85 4.12 -4.60
H -0.02 5.57 -4.23
H -0.51 3.96 -3.52
H 2.18 6.53 -3.12
H 4.21 6.29 -2.06
H 3.88 4.67 -1.57
H 3.09 5.93 -0.71
C -1.29 0.13 -3.92
C 0.18 0.41 -3.88
O 0.67 1.31 -3.17
N 0.89 -0.53 -4.41
C 2.33 -0.75 -4.16
H -1.66 0.56 -4.85
H -1.81 0.71 -3.15
H -1.49 -0.93 -3.85
H 0.35 -1.25 -4.86
H 2.67 -0.21 -3.28
H 2.80 -0.34 -5.05
H 2.48 -1.83 -4.12
C 2.42 -1.49 3.63
C 2.56 -2.94 3.26
O 2.92 -3.79 4.06
N 2.19 -3.41 2.10
C 2.07 -4.80 1.63
H 2.13 -0.78 2.86
H 3.30 -1.08 4.13
H 1.67 -1.22 4.38
H 1.80 -2.70 1.49
H 2.39 -5.06 0.62
H 1.04 -5.08 1.84
H 2.65 -5.38 2.34
C -1.40 -3.39 2.13
C -2.60 -2.77 1.39
O -3.12 -1.67 1.78
N -2.91 -3.34 0.26
C -3.91 -2.81 -0.64
H -1.44 -3.34 3.22
H -0.50 -2.82 1.88
H -1.28 -4.46 1.96
H -2.59 -4.28 0.08
H -4.32 -3.49 -1.38
H -3.72 -1.88 -1.17
H -4.82 -2.54 -0.10
C -2.71 4.33 -1.34
C -2.21 2.96 -0.91
O -1.06 2.51 -1.08
N -3.09 2.26 -0.14
C -2.75 0.96 0.38
H -3.35 4.66 -0.53
H -3.18 4.32 -2.32
H -1.81 4.96 -1.35
H -4.03 2.56 0.08
H -1.99 1.10 1.15
H -2.54 0.23 -0.40
H -3.66 0.60 0.85
C -1.85 -8.43 -0.29
C -1.25 -7.12 -0.62
O -0.77 -6.34 0.24
N -1.30 -6.79 -1.90
C -1.00 -5.44 -2.37
H -1.83 -8.72 0.76
H -1.43 -9.17 -0.97
H -2.89 -8.53 -0.61
H -1.74 -7.54 -2.41
H -0.59 -4.79 -1.59
H -1.93 -4.94 -2.64
H -0.40 -5.41 -3.28
C -4.32 1.87 3.36
C -3.04 1.34 3.91
O -2.20 2.21 4.39
N -2.75 0.04 3.77
C -1.71 -0.57 4.54
H -5.12 1.13 3.36
H -4.06 2.21 2.36
H -4.81 2.67 3.92
H -3.23 -0.42 3.02
H -2.08 -1.48 5.00
H -1.39 0.02 5.40
H -0.79 -0.70 3.97
C 0.73 1.90 3.16
C 0.42 2.93 2.09
O 0.88 2.66 1.00
N -0.18 4.05 2.40
C -0.24 5.16 1.36
H 1.82 1.83 3.14
H 0.35 0.90 2.96
H 0.41 2.21 4.16
H -0.40 4.38 3.33
H -1.25 5.53 1.18
H 0.19 4.86 0.40
H 0.28 6.02 1.78
```

HOMO-LUMO gap (alpha / beta): 8.01 / 8.57 eV
LUMO energy (alpha / beta): -1.8004 / -1.8034 eV
strongest force on any atom: 5.20 eV Å⁻¹
net charge: +1
expectation value of S²: 2.004
energy relative to the best compared isomer or geometry (same formula, charge and spin): 0.507 eV
spin multiplicity: 3



A structure of composition C27H63N9O13SZr in a non-equilibrium geometry. Source: the OMol25 dataset; level of theory: ωB97M-V/def2-TZVPD.

Geometry as XYZ:
```
114
C27H63N9O13SZr, DFT ωB97M-V/def2-TZVPD
Zr -1.60 -0.26 3.21
S 0.04 -0.75 0.86
O -1.37 -0.88 1.27
O 0.22 0.29 -0.13
O 0.24 -0.27 2.25
O 0.71 -1.93 0.46
C -3.89 1.52 1.27
O -2.98 0.90 1.82
N -4.01 1.52 -0.06
C -3.27 0.57 -1.00
C -4.64 2.56 -0.73
H -4.62 2.17 1.77
H -2.31 1.02 -1.21
H -3.83 0.40 -1.92
H -3.05 -0.39 -0.54
H -4.98 3.36 -0.06
H -3.89 2.98 -1.40
H -5.46 2.21 -1.36
C 4.06 -1.92 -0.86
O 4.33 -2.93 -1.52
N 5.01 -1.07 -0.45
C 4.77 -0.08 0.59
C 6.44 -1.16 -0.88
H 3.05 -1.62 -0.52
H 3.90 -0.32 1.21
H 4.70 0.97 0.32
H 5.65 -0.07 1.23
H 6.79 -0.39 -1.57
H 7.08 -1.21 0.00
H 6.68 -2.11 -1.34
C -0.27 2.73 2.33
O -0.95 1.89 2.89
N -0.23 4.00 2.82
C 0.54 5.03 2.06
C -0.87 4.50 4.00
H 0.28 2.59 1.39
H 1.06 4.57 1.23
H 1.40 5.25 2.70
H 0.05 5.92 1.67
H -1.60 3.81 4.42
H -0.22 4.81 4.82
H -1.26 5.46 3.67
C -4.43 -2.25 2.60
O -3.54 -1.39 2.62
N -4.78 -2.98 1.59
C -5.88 -3.86 1.68
C -4.12 -2.80 0.35
H -5.04 -2.41 3.51
H -6.37 -3.90 2.65
H -5.46 -4.84 1.45
H -6.66 -3.74 0.93
H -3.07 -2.49 0.40
H -4.16 -3.81 -0.07
H -4.66 -2.11 -0.28
C -0.55 -4.87 -0.22
O -1.70 -5.12 -0.58
N 0.61 -5.52 -0.61
C 0.59 -6.64 -1.62
C 1.89 -4.95 -0.35
H -0.30 -3.96 0.34
H -0.16 -7.43 -1.58
H 1.56 -7.12 -1.60
H 0.58 -6.23 -2.63
H 2.54 -5.76 -0.01
H 2.33 -4.47 -1.22
H 1.99 -4.18 0.41
C 1.66 -2.90 -3.84
O 2.17 -3.76 -4.53
N 0.33 -2.77 -3.64
C -0.68 -3.66 -4.15
C -0.15 -1.69 -2.77
H 2.17 -2.06 -3.35
H -0.35 -4.53 -4.71
H -1.25 -3.17 -4.95
H -1.25 -4.00 -3.29
H -0.84 -1.92 -1.96
H 0.67 -1.09 -2.38
H -0.70 -0.99 -3.39
C 0.53 1.96 -5.20
O 0.88 2.46 -6.25
N -0.28 2.59 -4.40
C -0.89 1.89 -3.23
C -0.78 3.94 -4.51
H 0.74 0.94 -4.84
H -0.92 2.55 -2.36
H -0.26 1.08 -2.86
H -1.89 1.49 -3.36
H -0.22 4.61 -5.15
H -1.83 3.99 -4.81
H -0.76 4.44 -3.54
C 0.85 0.33 5.60
O 0.03 0.07 4.71
N 0.81 1.34 6.39
C 1.88 1.42 7.42
C -0.33 2.23 6.57
H 1.82 -0.18 5.66
H 2.71 0.75 7.19
H 1.37 1.02 8.29
H 2.27 2.41 7.67
H -0.79 1.96 7.52
H -0.10 3.30 6.55
H -1.05 2.23 5.75
C 2.77 1.28 -2.42
O 3.40 0.69 -3.34
N 2.71 2.59 -2.33
C 3.38 3.46 -3.31
C 1.84 3.14 -1.26
H 2.12 0.71 -1.74
H 3.04 4.50 -3.28
H 3.19 3.11 -4.33
H 4.47 3.38 -3.27
H 2.18 4.09 -0.86
H 0.91 3.47 -1.72
H 1.52 2.51 -0.43
```

HOMO-LUMO gap: 4.23 eV
LUMO energy: -7.6080 eV
strongest force on any atom: 7.22 eV Å⁻¹
net charge: +2
energy relative to the best compared isomer or geometry (same formula, charge and spin): 4.990 eV



A cluster of 9 separate species, C27H63N9O9 in total in a non-equilibrium geometry. Source: the OMol25 dataset; level of theory: ωB97M-V/def2-TZVPD.

Geometry as XYZ:
```
108
C27H63N9O9, DFT ωB97M-V/def2-TZVPD
C 3.66 1.16 4.12
O 2.95 0.76 3.23
N 4.00 0.40 5.14
C 4.94 0.75 6.20
C 3.38 -0.97 5.27
H 4.12 2.09 4.16
H 5.91 0.60 5.85
H 4.87 0.26 7.18
H 4.67 1.74 6.54
H 3.15 -1.24 6.18
H 4.11 -1.68 4.85
H 2.41 -1.05 4.65
C 4.85 -1.28 -1.97
O 3.84 -0.86 -2.61
N 5.70 -0.50 -1.43
C 7.02 -0.80 -0.85
C 5.19 0.89 -1.16
H 5.28 -2.27 -2.02
H 7.66 0.02 -0.92
H 7.68 -1.58 -1.26
H 6.81 -1.09 0.17
H 5.47 1.61 -1.93
H 5.86 1.34 -0.29
H 4.08 0.69 -1.06
C 2.28 5.46 2.40
O 2.76 6.58 2.16
N 1.06 5.15 2.13
C 0.49 3.77 2.40
C 0.13 6.16 1.59
H 3.15 4.78 2.92
H -0.14 3.28 1.69
H -0.06 3.70 3.30
H 1.35 2.98 2.32
H -0.85 5.45 1.26
H 0.58 6.83 0.90
H -0.32 6.78 2.28
C 0.97 0.48 -1.04
O 0.75 0.75 -2.26
N 0.06 0.05 -0.19
C 0.40 -0.43 1.21
C -1.32 0.01 -0.56
H 2.05 0.34 -0.61
H 1.19 -0.97 0.90
H -0.38 -1.03 1.64
H 0.66 0.56 1.74
H -1.94 -0.23 0.30
H -1.59 -0.73 -1.49
H -1.64 1.01 -0.93
C -4.08 -1.97 2.46
O -3.90 -2.47 3.63
N -4.45 -2.61 1.44
C -4.45 -2.07 0.20
C -5.13 -3.97 1.60
H -3.89 -0.84 2.21
H -4.09 -2.84 -0.67
H -3.62 -1.32 0.29
H -5.18 -1.46 -0.15
H -4.48 -4.70 1.73
H -5.57 -4.13 0.72
H -6.01 -3.78 2.19
C -1.04 2.85 -6.20
O -0.92 4.00 -6.10
N -1.29 1.98 -5.19
C -1.35 0.61 -5.47
C -1.51 2.46 -3.77
H -0.58 2.48 -7.27
H -0.93 0.01 -4.75
H -0.66 0.54 -6.51
H -2.38 0.13 -5.73
H -0.63 2.18 -2.92
H -2.32 2.19 -3.22
H -1.70 3.56 -3.84
C 1.20 -3.96 0.69
O 2.21 -3.80 1.42
N -0.05 -3.79 1.06
C -1.12 -3.80 0.17
C -0.34 -3.80 2.54
H 1.31 -3.75 -0.49
H -0.95 -2.62 -0.18
H -2.14 -4.05 0.65
H -0.96 -4.30 -0.61
H -1.34 -3.65 2.73
H 0.29 -3.01 2.98
H 0.10 -4.68 3.05
C -1.16 -4.36 -4.05
O -2.02 -4.30 -3.17
N -0.20 -3.36 -4.27
C 0.79 -3.54 -5.26
C -0.25 -2.27 -3.29
H -1.21 -5.19 -4.64
H 1.64 -2.94 -5.19
H 0.43 -3.03 -6.15
H 1.00 -4.76 -5.56
H -0.04 -2.54 -2.23
H -1.28 -1.75 -3.41
H 0.65 -1.69 -3.41
C -4.32 1.90 2.00
O -3.18 1.69 2.51
N -4.49 2.86 1.04
C -5.84 2.96 0.46
C -3.32 3.68 0.40
H -5.20 1.28 2.18
H -6.39 2.09 0.92
H -5.68 2.61 -0.45
H -6.33 3.97 0.28
H -3.19 3.34 -0.62
H -2.48 3.39 0.71
H -3.28 4.66 0.43
```

SMILES: CN(C)C=O.CN(C)C=O.CN(C)C=O.CN(C)C=O.CN(C)C=O.CN(C)C=O.CN(C)C=O.CN(C)C=O.CN(C)C=O
HOMO-LUMO gap: 9.04 eV
LUMO energy: 0.2579 eV
strongest force on any atom: 8.89 eV Å⁻¹
energy relative to the best compared isomer or geometry (same formula, charge and spin): 19.317 eV